[1]
Entry from the Open Molecules 2025 dataset: a 2-piece molecular cluster, C4H9O overall (the ωB97M-V functional and the def2-TZVPD basis).

Results
HOMO level = -1.691 eV
DFT total energy = -6338.6575 eV
Net charge = -1
Energy relative to the best compared isomer or geometry (same formula, charge and spin) = 203.7 kJ/mol

Cartesian coordinates (Å):
C: 1.217 1.134 -0.495
O: 0.673 1.928 -1.405
C: 2.390 0.073 -0.752
C: 0.914 -0.352 -0.666
C: 0.405 -1.067 0.585
H: 1.423 1.448 0.536
H: -6.716 0.235 1.424
H: 2.801 -0.181 -1.727
H: 3.060 -0.094 0.086
H: -7.034 0.867 1.290
H: 0.429 -0.505 -1.617
H: 0.909 -1.968 0.927
H: 0.213 -0.294 1.349
H: -0.685 -1.223 0.464

natural (NBO) population analysis, charges in e, atoms 1 to 4:
1 C 0.192
2 O -0.920
3 C -0.550
4 C -0.308



[2]
Entry from the Open Molecules 2025 dataset: C30H51DyNP2 as an isolated structure (the ωB97M-V functional and the def2-TZVPD basis).

Results
HOMO level (spin up / spin down) = -9.703 / -9.703 eV
DFT total energy = -76079.2922 eV
2S+1 = 6
Net charge = +1

Cartesian coordinates (Å):
Dy: -0.782 1.682 1.521
C: 1.059 0.088 4.553
C: 1.999 0.568 3.604
C: 0.350 2.146 3.841
C: 0.024 1.055 4.692
C: 1.549 1.828 3.119
C: 1.221 -1.156 5.335
H: 1.798 -1.903 4.766
H: 0.264 -1.628 5.616
H: 1.769 -0.960 6.276
C: -1.115 1.037 5.637
H: -1.202 0.079 6.170
H: -2.071 1.202 5.114
H: -1.032 1.837 6.394
C: -0.485 3.372 3.646
H: -0.423 4.015 4.538
H: -1.575 3.140 3.514
H: -0.125 3.996 2.800
C: 2.360 2.775 2.301
H: 3.057 3.366 2.935
H: 1.745 3.508 1.742
H: 2.969 2.229 1.553
C: 3.329 -0.004 3.313
H: 4.127 0.607 3.779
H: 3.535 -0.029 2.228
H: 3.430 -1.026 3.706
C: 0.093 -3.064 0.436
C: 1.060 -2.970 1.377
C: 2.532 -2.948 1.126
C: 3.072 -2.557 -0.276
C: 2.811 -1.116 -0.544
C: 1.671 -0.550 -0.954
C: 0.325 -1.141 -1.096
C: 0.203 -2.679 -0.996
H: 2.906 -3.956 1.359
H: 2.694 -3.255 -1.035
H: 3.010 -2.279 1.867
H: 1.019 -3.189 -1.514
H: -0.901 -3.361 0.764
H: 0.801 -3.193 2.408
H: -0.702 -3.024 -1.523
H: -0.412 -0.734 -0.371
H: 1.689 0.531 -1.139
H: -0.104 -0.799 -2.075
H: 4.160 -2.704 -0.268
H: 3.674 -0.455 -0.398
P: -0.453 -0.680 -4.247
P: -0.253 2.093 -5.471
C: -0.525 -0.620 -6.121
C: -0.977 0.752 -6.580
H: -1.206 -1.408 -6.461
H: 0.481 -0.843 -6.498
H: -0.667 0.939 -7.618
H: -2.070 0.840 -6.509
C: -1.009 3.431 -6.514
H: -0.642 4.404 -6.174
H: -2.097 3.403 -6.382
H: -0.764 3.289 -7.577
C: 1.401 2.124 -6.320
H: 1.289 2.082 -7.411
H: 2.016 1.285 -5.979
H: 1.909 3.055 -6.042
C: -1.961 -1.706 -3.969
H: -2.058 -1.977 -2.909
H: -1.919 -2.615 -4.585
H: -2.833 -1.101 -4.251
C: 0.853 -1.987 -4.220
H: 1.756 -1.582 -4.700
H: 0.511 -2.887 -4.753
H: 1.119 -2.251 -3.189
C: -1.724 -1.571 3.373
C: -2.783 -0.676 2.910
C: -4.163 -0.586 3.062
C: -4.612 0.541 2.343
C: -3.494 1.146 1.792
C: -3.362 2.303 0.872
N: -2.372 0.404 2.148
H: -1.123 -1.082 4.149
H: -1.020 -1.854 2.573
H: -2.116 -2.508 3.814
H: -4.782 -1.266 3.635
H: -5.623 0.897 2.195
H: -4.313 2.434 0.323
H: -3.164 3.237 1.427
H: -2.625 2.162 0.026

Löwdin population analysis, charges in e, atoms 1 to 4:
1 Dy 1.578
2 C -0.182
3 C -0.197
4 C -0.368



[3]
Entry from the Open Molecules 2025 dataset: a 2-piece molecular cluster, C4H7O3S2 overall (the ωB97M-V functional and the def2-TZVPD basis).

Results
HOMO level = -3.729 eV
DFT total energy = -32074.4206 eV
Net charge = -1
Energy relative to the best compared isomer or geometry (same formula, charge and spin) = 63.8 kJ/mol

Cartesian coordinates (Å):
C: -1.628 0.196 0.452
C: 1.858 -1.290 -0.859
C: -1.198 1.415 0.269
C: 2.450 -0.188 -0.069
O: -2.924 -0.022 0.235
O: -0.915 -0.814 0.948
O: -1.890 2.490 -0.247
S: 3.713 0.640 -0.857
S: 1.771 0.247 1.364
H: 1.695 -2.284 -0.158
H: 2.482 -1.723 -1.632
H: 0.795 -1.104 -1.147
H: -0.167 1.721 0.502
H: -2.760 2.074 -0.234
H: -3.199 -1.021 0.180
H: -0.083 -0.335 1.253

natural (NBO) population analysis, charges in e, atoms 1 to 4:
1 C 0.476
2 C -0.685
3 C -0.100
4 C -0.288



[4]
Entry from the Open Molecules 2025 dataset: C4H4O in the gas phase (the ωB97M-V functional and the def2-TZVPD basis).

Results
HOMO level = -9.131 eV
DFT total energy = -6254.4144 eV
SMILES string = O=C1[C@H]2C[C@@H]12
Net charge = 0
Energy relative to the best compared isomer or geometry (same formula, charge and spin) = 479.0 kJ/mol

Cartesian coordinates (Å):
C: -1.891 -0.051 -0.149
C: 0.301 0.009 -0.529
C: -0.755 -0.828 0.151
C: -0.814 0.795 0.194
O: -3.481 -0.056 -0.016
H: 1.348 0.178 -0.223
H: 0.182 0.122 -1.557
H: -0.727 -1.637 0.848
H: -0.545 1.568 0.972

natural (NBO) population analysis, charges in e, atoms 1 to 4:
1 C 0.445
2 C -0.390
3 C -0.188
4 C -0.175



[5]
Entry from the Open Molecules 2025 dataset: a 3-piece molecular cluster, C3H7N overall (the ωB97M-V functional and the def2-TZVPD basis).

Results
HOMO level = -7.945 eV
DFT total energy = -4709.2347 eV
Net charge = 0
Energy relative to the best compared isomer or geometry (same formula, charge and spin) = 474.9 kJ/mol

Cartesian coordinates (Å):
C: 1.339 0.404 0.154
N: 0.365 -0.379 -0.291
C: -0.755 -0.880 0.258
C: -0.870 -0.106 -1.003
H: 0.012 0.968 1.437
H: 1.731 1.152 -0.529
H: 1.998 0.001 0.917
H: -1.009 -1.888 0.557
H: -0.612 0.380 1.416
H: -0.935 -0.564 -1.990
H: -1.265 0.913 -0.927

natural (NBO) population analysis, charges in e, atoms 1 to 4:
1 C -0.220
2 N -0.293
3 C -0.176
4 C -0.254



[6]
Entry from the Open Molecules 2025 dataset: C14H23BeBr2CaNO7Si2 as an isolated structure (the ωB97M-V functional and the def2-TZVPD basis).

Results
HOMO level = -9.815 eV
DFT total energy = -205374.1829 eV
Net charge = +2

Cartesian coordinates (Å):
C: 6.808 0.688 1.269
C: 6.102 1.404 0.098
Br: 5.437 -0.020 -1.173
C: 4.948 2.277 0.597
Br: 5.693 4.053 0.909
Si: 3.498 2.455 -0.566
O: 2.580 0.956 -0.335
Si: 1.084 0.972 0.615
O: 1.513 0.311 2.056
H: 6.917 -0.381 1.074
H: 7.782 1.120 1.380
H: 6.267 0.821 2.204
H: 6.836 1.983 -0.466
H: 4.627 1.927 1.577
H: 3.976 2.561 -1.945
H: 2.675 3.628 -0.284
H: 0.095 0.191 -0.100
H: 0.685 2.366 0.807
H: 1.451 0.985 2.751
C: -4.880 1.540 2.557
C: -3.570 1.879 2.033
C: -2.945 0.837 1.141
O: -1.874 1.047 0.583
C: -3.647 -0.407 0.983
C: -4.953 -0.768 1.511
C: -5.641 0.316 2.319
O: -6.757 0.201 2.767
O: -5.482 -1.839 1.336
O: -2.985 2.915 2.269
H: -5.385 2.260 3.196
H: -3.117 -1.141 0.389
Ca: 9.487 1.058 1.672
Be: 3.428 -0.197 -0.145
C: -5.369 -2.254 -3.232
C: -4.546 -0.978 -3.220
C: -3.614 -0.903 -4.417
O: -3.785 -0.897 -2.002
H: -4.716 -3.131 -3.187
H: -6.029 -2.294 -2.365
H: -5.976 -2.324 -4.134
H: -5.210 -0.114 -3.219
H: -2.911 -1.741 -4.405
H: -3.029 0.017 -4.391
H: -4.170 -0.934 -5.353
H: -3.190 -1.656 -1.986
C: 1.734 -3.469 1.724
C: 2.463 -2.474 0.990
N: 3.046 -1.693 0.388
H: 2.153 -3.558 2.728
H: 0.688 -3.168 1.788
H: 1.810 -4.428 1.209

natural (NBO) population analysis, charges in e, atoms 1 to 4:
1 C -0.676
2 C -0.224
3 Br 0.024
4 C -0.820



[7]
Entry from the Open Molecules 2025 dataset: a 9-piece molecular cluster, C25H71O36P7S2 overall (the ωB97M-V functional and the def2-TZVPD basis).

Results
HOMO level = -10.258 eV
DFT total energy = -187489.0496 eV
SMILES string = COP(=O)(OC)OC.COP(=O)(OC)OC.COP(=O)(OC)OC.COP(=O)(OC)OC.COP(=O)(OC)OC.COP(=O)(OC)OC.COP(=O)(OC)OC.O=S1(=O)OCCO1.O=S1(=O)OCCO1
Net charge = 0
Energy relative to the best compared isomer or geometry (same formula, charge and spin) = 301.0 kJ/mol

Cartesian coordinates (Å):
C: -4.941 -1.939 -1.215
O: -5.784 -1.974 -2.363
P: -5.079 -1.878 -3.867
O: -3.775 -1.194 -3.852
O: -5.168 -3.333 -4.574
C: -6.302 -4.084 -4.433
O: -6.245 -1.085 -4.717
C: -6.710 0.198 -4.366
H: -5.327 -1.195 -0.518
H: -3.922 -1.640 -1.462
H: -5.139 -2.941 -0.835
H: -6.012 -4.921 -3.798
H: -6.549 -4.472 -5.421
H: -7.131 -3.561 -3.956
H: -6.076 0.612 -3.582
H: -7.784 0.210 -4.185
H: -6.581 0.799 -5.266
C: -3.487 6.112 0.091
O: -4.275 5.063 0.345
P: -4.749 4.104 -0.878
O: -5.526 4.659 -2.029
O: -5.535 3.026 0.077
C: -5.647 1.660 -0.311
O: -3.325 3.294 -1.250
C: -2.535 3.758 -2.299
H: -2.522 6.012 0.587
H: -3.967 6.946 0.602
H: -3.252 6.351 -0.946
H: -4.893 1.144 0.283
H: -5.498 1.455 -1.371
H: -6.650 1.295 -0.091
H: -2.425 2.918 -2.985
H: -1.501 3.921 -1.994
H: -2.859 4.638 -2.854
C: -0.569 3.190 -5.247
O: -0.495 1.851 -4.707
P: 0.796 1.351 -3.905
O: 1.313 2.336 -2.908
O: 1.940 1.032 -5.049
C: 1.698 0.346 -6.188
O: 0.348 -0.085 -3.328
C: -0.951 -0.359 -2.719
H: -0.679 3.108 -6.329
H: 0.299 3.784 -4.961
H: -1.451 3.674 -4.829
H: 0.793 -0.261 -6.208
H: 2.486 -0.379 -6.393
H: 1.612 1.032 -7.030
H: -1.311 -1.263 -3.209
H: -1.634 0.468 -2.914
H: -0.790 -0.566 -1.661
C: 3.483 -6.848 2.084
O: 2.821 -5.904 3.009
P: 1.158 -5.814 2.889
O: 0.613 -5.461 1.525
O: 0.586 -7.099 3.622
C: -0.699 -7.164 4.134
O: 0.888 -4.625 3.926
C: 0.674 -3.207 3.581
H: 3.790 -7.836 2.426
H: 4.359 -6.265 1.798
H: 2.852 -6.996 1.208
H: -0.955 -8.039 4.732
H: -1.498 -6.987 3.413
H: -0.898 -6.290 4.754
H: 1.434 -2.631 4.109
H: -0.230 -2.832 4.061
H: 0.835 -3.031 2.518
C: -0.915 -3.432 -0.885
O: 0.259 -3.070 -1.679
P: 1.612 -3.919 -1.576
O: 1.499 -5.361 -1.898
O: 2.675 -3.147 -2.544
C: 2.407 -3.127 -3.924
O: 2.209 -3.501 -0.090
C: 3.573 -3.780 0.199
H: -1.816 -3.318 -1.488
H: -0.900 -2.731 -0.050
H: -0.817 -4.468 -0.563
H: 2.204 -2.101 -4.233
H: 1.529 -3.710 -4.199
H: 3.216 -3.492 -4.557
H: 4.072 -2.814 0.275
H: 4.120 -4.426 -0.487
H: 3.654 -4.285 1.161
C: 4.629 1.246 -3.178
O: 5.632 0.753 -2.287
P: 5.267 0.248 -0.818
O: 3.863 -0.029 -0.463
O: 6.305 -1.031 -0.753
C: 6.221 -2.127 -1.602
O: 5.971 1.457 0.028
C: 5.204 2.653 0.320
H: 5.241 1.622 -3.998
H: 3.923 1.992 -2.812
H: 3.993 0.429 -3.517
H: 6.941 -2.893 -1.312
H: 6.535 -1.645 -2.528
H: 5.236 -2.573 -1.739
H: 5.751 3.547 0.021
H: 5.091 2.706 1.403
H: 4.254 2.614 -0.213
C: 1.152 4.978 5.859
O: 1.562 3.975 4.947
P: 2.163 4.534 3.511
O: 2.631 3.406 2.658
O: 0.872 5.439 2.949
C: -0.103 4.802 2.179
O: 3.308 5.659 3.848
C: 4.559 5.210 4.324
H: 1.441 4.982 6.910
H: 0.138 4.622 6.040
H: 1.050 6.039 5.631
H: 0.062 5.021 1.124
H: -1.112 5.046 2.510
H: -0.130 3.732 2.385
H: 5.309 5.746 3.743
H: 4.678 4.132 4.220
H: 4.654 5.453 5.383
C: 0.821 1.279 0.609
C: 0.750 -0.188 1.035
O: -0.300 -0.231 1.980
S: -1.566 0.779 1.468
O: -2.263 1.458 2.536
O: -2.414 0.045 0.499
O: -0.523 1.840 0.761
H: 1.079 1.147 -0.441
H: 1.468 1.888 1.240
H: 1.685 -0.432 1.539
H: 0.518 -0.817 0.175
C: -0.694 1.484 5.415
C: -1.206 -0.034 5.385
O: -0.188 -0.731 6.174
S: 0.325 0.182 7.416
O: 1.787 0.145 7.520
O: -0.429 -0.029 8.636
O: -0.168 1.653 6.712
H: -1.529 2.183 5.357
H: -0.007 1.810 4.635
H: -1.326 -0.500 4.406
H: -2.135 -0.182 5.935

Löwdin population analysis, charges in e, atoms 1 to 4:
1 C -0.091
2 O -0.246
3 P 0.517
4 O -0.228



[8]
Entry from the Open Molecules 2025 dataset: C32H18Cl9N6O3STa as an isolated structure (the ωB97M-V functional and the def2-TZVPD basis).

Results
HOMO level = -13.339 eV
DFT total energy = -173639.5707 eV
Net charge = +2
Energy relative to the best compared isomer or geometry (same formula, charge and spin) = 58.3 kJ/mol

Cartesian coordinates (Å):
Ta: 0.327 0.587 0.335
N: -2.056 -0.795 2.497
C: -1.055 -0.281 3.212
N: -1.049 -0.532 4.505
C: -0.076 0.013 5.235
N: -0.020 -0.265 6.522
N: 0.859 0.859 4.726
C: 0.818 1.036 3.445
N: -0.073 0.468 2.587
C: 1.799 1.961 2.851
C: 2.550 2.819 3.634
C: 3.392 3.723 3.004
C: 3.459 3.726 1.620
C: 2.694 2.816 0.912
N: 1.880 1.950 1.518
H: -2.777 -1.258 3.028
H: -2.298 -0.389 1.603
H: -0.710 -0.881 6.921
H: 0.678 0.159 7.110
H: 2.455 2.772 4.708
H: 3.979 4.421 3.585
H: 4.092 4.423 1.090
H: 2.724 2.771 -0.168
Cl: 2.723 -0.893 1.231
C: 3.140 -0.259 -0.332
C: 2.067 0.371 -0.934
C: 2.234 0.869 -2.215
Cl: 0.801 1.573 -2.871
C: 3.453 0.788 -2.873
Cl: 3.634 1.405 -4.454
C: 4.537 0.188 -2.208
Cl: 6.057 0.104 -2.972
C: 4.386 -0.358 -0.920
Cl: 5.681 -1.117 -0.108
Cl: -3.626 6.095 -0.240
C: -3.119 4.465 -0.149
C: -4.065 3.436 -0.064
Cl: -5.733 3.808 -0.042
C: -3.655 2.103 0.023
Cl: -4.789 0.840 0.296
C: -2.303 1.806 -0.023
O: -1.747 0.583 0.062
C: -1.367 2.839 -0.079
O: -0.110 2.378 0.048
C: -1.756 4.165 -0.131
Cl: -0.555 5.383 -0.144
O: -0.026 -1.308 -0.051
S: -1.268 -2.202 -0.421
C: -0.508 -3.691 -1.054
C: 0.866 -3.842 -1.113
C: 1.376 -5.025 -1.629
C: 0.517 -6.024 -2.063
C: -0.861 -5.857 -1.984
C: -1.385 -4.684 -1.470
C: -1.865 -1.570 -1.980
C: -3.225 -1.313 -2.069
C: -3.740 -0.855 -3.271
C: -2.897 -0.675 -4.359
C: -1.538 -0.953 -4.257
C: -1.011 -1.411 -3.062
H: 1.523 -3.054 -0.767
H: 2.446 -5.167 -1.687
H: 0.922 -6.945 -2.462
H: -1.527 -6.639 -2.318
H: -2.458 -4.538 -1.404
H: -3.867 -1.473 -1.215
H: -4.798 -0.642 -3.352
H: -3.304 -0.323 -5.298
H: -0.894 -0.832 -5.117
H: 0.044 -1.649 -2.976

natural (NBO) population analysis, charges in e, atoms 1 to 4:
1 Ta 2.461
2 N -0.767
3 C 0.641
4 N -0.549



DFT total energy of number 2 (C30H51DyNP2)?
-76079.2922 eV



Among the records above, which one has the lowest DFT total energy?
C14H23BeBr2CaNO7Si2



What is the net charge in the eighth record?
+2